Record 1
Density functional theory data (wB97M-V/def2-TZVPD) for a 2-piece molecular cluster, C4H12 overall in a non-equilibrium geometry.

Each line ends with the natural charge from an NBO analysis.
Geometry (Å):
C1 0.1354 3.0751 0.3947  -0.6050
C2 -0.4403 1.6399 0.3694  -0.6044
H1 -0.4284 3.6795 -0.3105  0.1995
H2 0.0115 3.5078 1.3885  0.2036
H3 1.1511 3.0564 0.0112  0.2026
H4 0.2046 0.9410 0.8833  0.2033
H5 -0.6289 1.3555 -0.6621  0.2004
H6 -1.4525 1.6307 0.7877  0.2001
C3 -0.3710 -1.8844 -0.6332  -0.6075
C4 0.6814 -2.8730 -0.1619  -0.6065
H7 0.0594 -0.9773 -1.0668  0.2027
H8 -0.9182 -2.3192 -1.4712  0.2014
H9 -1.0600 -1.5874 0.1633  0.2056
H10 1.3294 -2.4639 0.6181  0.1989
H11 0.2128 -3.7349 0.3126  0.2016
H12 1.3557 -3.2120 -0.9427  0.2037

Summary:
E_HOMO (eV): -11.611
Energy above the lowest of the compared OMol25 structures with the same formula, charge and spin (kJ/mol): 14.5
Electronic energy (Eh): -159.57944



Record 2
Density functional theory data (wB97M-V/def2-TZVPD) for the molecule C4H5NO2.

Each line ends with the natural charge from an NBO analysis.
Geometry (Å):
C1 1.2665 0.7312 -1.5434  -0.2609
O1 0.2091 -0.1814 -1.2225  -0.4632
C2 -0.1593 -0.1971 0.0500  0.5052
N1 0.3575 0.5203 0.9769  -0.2377
O2 -0.4187 0.1240 2.1843  -0.3331
C3 -1.3077 -0.7981 1.9962  0.2886
C4 -1.2473 -1.0825 0.5419  -0.6597
H1 0.9690 1.7547 -1.2978  0.1979
H2 2.1686 0.4766 -0.9799  0.1978
H3 1.4355 0.6235 -2.6149  0.2006
H4 -2.2732 -0.7561 0.3051  0.2889
H5 -1.2087 -2.1248 0.2556  0.2756

Summary:
E_HOMO (eV): -9.083
Energy above the lowest of the compared OMol25 structures with the same formula, charge and spin (kJ/mol): 426.2
Electronic energy (Eh): -360.50711



Record 3
Density functional theory data (wB97M-V/def2-TZVPD) for C34H32As2F9N8O2V as an isolated structure in a non-equilibrium geometry.

Each line ends with the Mulliken spin population.
Geometry (Å):
V1 0.2097 -0.1308 0.4609  2.7715
C1 5.5736 1.0300 0.3328  -0.0008
N1 4.3123 0.5899 0.9106  0.0092
C2 3.2132 0.1980 0.2958  0.0683
N2 2.2351 0.0053 1.1781  -0.1055
C3 2.8392 0.3149 2.3668  0.0377
N3 4.0917 0.6736 2.2406  -0.0021
C4 6.6231 -0.0525 0.2183  0.0006
C5 7.9613 0.3180 0.1533  0.0003
C6 8.9442 -0.6427 -0.0321  0.0000
C7 8.6018 -1.9792 -0.1652  0.0001
C8 7.2644 -2.3508 -0.0999  0.0003
C9 6.2776 -1.3893 0.1009  -0.0036
C10 6.8921 -3.7558 -0.2733  -0.0003
N4 7.6530 -4.7777 -0.4402  0.0000
N5 6.8116 -5.8736 -0.5896  0.0000
C11 5.6106 -5.4252 -0.4973  -0.0002
O1 5.5735 -4.0815 -0.2916  0.0002
C12 4.3433 -6.1534 -0.5706  -0.0002
C13 4.3460 -7.5402 -0.6563  0.0000
C14 3.1383 -8.2186 -0.7025  0.0001
C15 1.9404 -7.5225 -0.6505  0.0002
C16 1.9358 -6.1350 -0.5605  0.0006
C17 0.6112 -5.4202 -0.4168  0.0008
N6 0.6394 -4.0140 -0.7879  0.0031
C18 0.9391 -2.9666 -0.0446  0.0883
N7 0.7116 -1.8470 -0.7218  -0.0350
C19 0.2447 -2.3057 -1.9190  0.0062
N8 0.1907 -3.6093 -2.0001  -0.0013
C20 3.1408 -5.4531 -0.5296  -0.0026
H1 5.9246 1.8463 0.9622  -0.0001
H2 5.3547 1.4379 -0.6563  0.0000
H3 3.1350 0.0578 -0.7702  -0.0002
H4 2.3377 0.2775 3.3136  0.0033
H5 8.2390 1.3600 0.2538  -0.0001
H6 9.9833 -0.3467 -0.0752  0.0000
H7 9.3546 -2.7393 -0.3209  0.0000
H8 5.2433 -1.7022 0.1579  0.0030
H9 5.2894 -8.0667 -0.6878  0.0000
H10 3.1289 -9.2971 -0.7774  0.0000
H11 1.0022 -8.0626 -0.6801  -0.0001
H12 0.2712 -5.4814 0.6188  0.0001
H13 -0.1493 -5.8768 -1.0474  -0.0005
H14 1.2848 -3.0324 0.9742  0.0026
H15 -0.0587 -1.6605 -2.7265  -0.0002
H16 3.1664 -4.3732 -0.4738  0.0021
C21 2.2621 3.3855 -1.2362  0.0137
As1 0.6308 2.5391 -0.6015  0.0014
C22 0.1919 3.7493 0.8652  0.0079
C23 -0.6601 3.0617 -1.9392  0.0502
C24 -0.3869 4.0746 -2.8609  -0.0055
C25 -1.3148 4.4067 -3.8324  0.0002
C26 -2.5226 3.7297 -3.8936  0.0004
C27 -2.7942 2.7306 -2.9770  -0.0059
C28 -1.8628 2.3948 -1.9938  -0.0222
As2 -2.2623 1.0343 -0.6766  0.0618
C29 -3.7240 1.9328 0.2481  0.0029
C30 -3.2286 -0.2735 -1.7496  -0.0021
H17 2.1386 4.4617 -1.3438  0.0011
H18 2.5659 2.9518 -2.1883  0.0000
H19 3.0393 3.2015 -0.4926  -0.0016
H20 0.1122 4.7727 0.5010  -0.0012
H21 0.9745 3.6886 1.6219  0.0014
H22 -0.7542 3.4520 1.3177  0.0006
H23 0.5525 4.6095 -2.8307  -0.0001
H24 -1.0943 5.1922 -4.5423  -0.0001
H25 -3.2511 3.9819 -4.6520  -0.0002
H26 -3.7411 2.2052 -3.0256  -0.0003
H27 -4.6096 1.9281 -0.3860  -0.0005
H28 -3.4274 2.9628 0.4420  -0.0003
H29 -3.9452 1.4321 1.1862  0.0002
H30 -4.2288 0.0709 -2.0084  0.0002
H31 -3.3078 -1.1914 -1.1689  -0.0003
H32 -2.6648 -0.4742 -2.6605  0.0002
F1 -2.9270 -2.9273 3.0321  -0.0001
C31 -2.8307 -1.5965 3.0907  -0.0052
F2 -3.6249 -1.0897 2.1432  -0.0001
F3 -3.2952 -1.1926 4.2781  -0.0004
C32 -1.3602 -1.1444 2.8503  -0.0201
O2 -1.0609 -1.2338 1.5495  0.0215
C33 -1.2184 0.3306 3.3433  0.0239
F4 -0.1759 0.9160 2.6612  0.0104
F5 -0.9712 0.4745 4.6359  0.0005
F6 -2.2849 1.0681 3.0309  0.0004
C34 -0.4126 -2.0616 3.6886  0.0156
F7 -0.7875 -2.2214 4.9550  0.0006
F8 -0.3128 -3.2708 3.1282  0.0000
F9 0.8353 -1.5476 3.6866  0.0053

Summary:
E_HOMO (spin up / spin down) (eV): -10.656 / -10.891
Multiplicity: 4
Energy above the lowest of the compared OMol25 structures with the same formula, charge and spin (kJ/mol): 57.1
Electronic energy (Eh): -8217.60871
Net charge: +1



Record 4
Density functional theory data (wB97M-V/def2-TZVPD) for C31H25BrGeN2O2Pd as an isolated structure in a non-equilibrium geometry.

Each line ends with the natural charge from an NBO analysis.
Geometry (Å):
Pd1 0.6128 0.4220 -0.6020  0.6699
O1 6.3233 -4.4646 -0.5529  -0.6454
C1 6.4830 -3.4455 0.3090  0.7515
O2 7.4660 -3.3535 0.9820  -0.5185
C2 5.3669 -2.4480 0.4153  -0.0839
C3 5.7041 -1.1619 0.8733  -0.1547
C4 4.7415 -0.2070 1.0254  -0.2255
C5 3.3671 -0.5029 0.7362  0.2691
C6 3.0462 -1.8256 0.2967  -0.1810
C7 4.0298 -2.7639 0.1388  -0.2059
N1 2.3903 0.3781 0.8665  -0.4847
C8 2.6280 1.6446 1.3778  0.0219
C9 2.0202 2.7434 0.7470  0.0975
C10 2.2348 4.0739 1.1645  -0.1940
C11 1.6367 5.0990 0.4766  -0.1527
C12 0.8199 4.8065 -0.6191  -0.2473
C13 0.6201 3.4830 -0.9563  0.0629
N2 1.1890 2.4749 -0.2963  -0.4926
H1 5.5449 -4.3451 -1.1096  0.4856
H2 6.7407 -0.9561 1.1039  0.2578
H3 5.0024 0.7872 1.3639  0.2286
H4 2.0090 -2.0621 0.1030  0.2362
H5 3.7517 -3.7658 -0.1663  0.2266
H6 3.1562 1.7534 2.3175  0.2118
H7 2.8774 4.2619 2.0142  0.2325
H8 1.7958 6.1262 0.7766  0.2371
H9 0.3449 5.5925 -1.1875  0.2390
H10 -0.0290 3.2071 -1.7834  0.2119
C14 -4.1693 0.9393 -4.5574  -0.1769
C15 -3.5641 1.8901 -3.7496  -0.2061
C16 -2.9096 1.4973 -2.5904  -0.1929
C17 -2.8516 0.1522 -2.2309  -0.5198
C18 -3.4541 -0.7957 -3.0592  -0.1293
C19 -4.1125 -0.4045 -4.2128  -0.2199
Ge1 -1.9324 -0.5247 -0.6678  1.5189
C20 -1.4502 0.6703 0.8219  -0.5381
C21 -0.7884 0.0941 1.9134  -0.1357
C22 -0.4431 0.8553 3.0211  -0.2254
C23 -0.7733 2.2006 3.0639  -0.1789
C24 -1.4628 2.7829 2.0048  -0.2057
C25 -1.7899 2.0286 0.8922  -0.1991
C26 -2.7339 -2.1251 0.0825  -0.4032
C27 -1.9961 -3.1051 0.7448  -0.2442
C28 -2.6340 -4.1791 1.3443  -0.1918
C29 -4.0178 -4.2887 1.2837  -0.1895
C30 -4.7612 -3.3228 0.6242  -0.2022
C31 -4.1215 -2.2425 0.0299  -0.2248
H11 -4.6825 1.2442 -5.4601  0.2273
H12 -3.6029 2.9362 -4.0231  0.2237
H13 -2.4299 2.2509 -1.9839  0.1987
H14 -3.4061 -1.8493 -2.8016  0.2147
H15 -4.5806 -1.1464 -4.8464  0.2276
H16 -0.5600 -0.9642 1.9102  0.2157
H17 0.0684 0.3914 3.8547  0.2272
H18 -0.5160 2.7956 3.9310  0.2276
H19 -1.7487 3.8257 2.0542  0.2283
H20 -2.3378 2.4983 0.0922  0.2191
H21 -0.9139 -3.0482 0.7731  0.2076
H22 -2.0529 -4.9362 1.8549  0.2217
H23 -4.5147 -5.1308 1.7477  0.2260
H24 -5.8386 -3.4075 0.5698  0.2259
H25 -4.7150 -1.4906 -0.4816  0.2183
Br1 -0.0773 -1.6432 -1.7646  -0.2989

Summary:
E_HOMO (spin up / spin down) (eV): -10.155 / -11.540
Multiplicity: 4
Electronic energy (Eh): -6234.87794
Net charge: +1



Record 5
Density functional theory data (wB97M-V/def2-TZVPD) for a 3-piece molecular cluster, C24H45N2O8 overall in a non-equilibrium geometry.

Each line ends with the Mulliken spin population.
Geometry (Å):
C1 -1.0772 -0.0088 -0.6490  0.0102
C2 -2.1281 0.5173 -1.2616  -0.0139
C3 -3.3351 1.3699 -1.9649  0.0010
N1 -2.6651 2.0269 -3.1710  0.0026
C4 -3.5473 2.7294 -3.8503  0.0021
O1 -4.6301 3.0630 -4.4385  0.0000
C5 -4.4564 0.2793 -2.3696  0.0195
C6 -5.4221 -0.2120 -1.1721  0.0108
C7 -6.9559 -0.3816 -1.7422  0.0085
C8 -4.9720 -1.7465 -0.7789  -0.0031
N2 -5.3419 0.5744 0.0972  0.3357
O2 -4.4059 0.1386 0.9263  0.6003
C9 -5.1618 2.0430 -0.1136  0.0123
C10 -6.3919 2.7953 -0.8453  0.0058
C11 -5.0765 2.7018 1.3921  0.0017
C12 -3.7953 2.4648 -0.8652  0.0191
H1 -0.0050 -0.3828 -0.4214  0.0007
H2 -5.1269 0.5771 -3.2595  -0.0035
H3 -3.8713 -0.6670 -2.7270  0.0038
H4 -7.0807 -1.3199 -2.3969  0.0007
H5 -7.1291 0.5259 -2.4587  0.0004
H6 -7.7508 -0.2885 -0.9181  -0.0086
H7 -5.5255 -2.0647 0.1993  0.0009
H8 -5.4047 -2.4581 -1.5987  -0.0008
H9 -3.8271 -1.8618 -0.6927  0.0025
H10 -7.3909 2.2271 -0.6420  -0.0091
H11 -6.2095 2.8221 -1.9977  0.0010
H12 -6.5041 3.8647 -0.3994  0.0008
H13 -5.2059 3.8576 1.3656  -0.0002
H14 -4.0724 2.4987 1.9113  0.0014
H15 -5.8915 2.1951 2.0546  -0.0015
H16 -2.9696 2.5119 -0.0414  -0.0009
H17 -3.9143 3.5370 -1.2583  -0.0006
C13 0.4387 1.3539 2.3091  0.0008
O3 1.6810 1.4440 1.6314  -0.0001
C14 1.6256 2.3107 0.5001  -0.0001
C15 2.9738 2.9893 0.2763  0.0001
O4 3.2436 4.0485 1.1986  0.0000
C16 3.5472 3.6553 2.5406  0.0000
C17 4.9144 2.9943 2.6904  0.0000
O5 4.8708 1.6456 2.2237  0.0000
C18 6.1223 1.2037 1.7269  0.0000
H18 -0.3055 0.8615 1.6746  -0.0003
H19 0.5872 0.7624 3.2142  0.0000
H20 0.0865 2.3476 2.6040  0.0000
H21 0.8533 3.0781 0.6315  0.0000
H22 1.3749 1.6972 -0.3718  -0.0001
H23 2.9484 3.4642 -0.7102  0.0000
H24 3.7942 2.2707 0.2510  0.0000
H25 2.7509 3.0397 2.9602  0.0000
H26 3.5598 4.5849 3.1184  0.0000
H27 5.1970 2.9646 3.7482  0.0000
H28 5.6590 3.5732 2.1346  0.0000
H29 6.4802 1.8668 0.9326  0.0000
H30 5.9874 0.2069 1.3039  0.0000
H31 6.8558 1.1549 2.5385  0.0000
C19 2.4952 -1.6033 1.6171  0.0000
O6 2.8983 -2.9027 1.2196  0.0000
C20 1.8023 -3.7115 0.8026  0.0000
C21 2.2405 -4.6978 -0.2763  0.0000
O7 2.4161 -4.0993 -1.5638  0.0000
C22 3.5641 -3.2596 -1.7202  0.0000
C23 4.8838 -4.0254 -1.7480  0.0000
O8 5.2589 -4.4222 -0.4294  0.0000
C24 6.0309 -5.6101 -0.4206  0.0000
H32 1.8852 -1.6556 2.5254  0.0000
H33 3.3921 -1.0161 1.8200  0.0000
H34 1.9378 -1.1092 0.8151  0.0000
H35 0.9842 -3.0928 0.4138  0.0000
H36 1.4477 -4.2622 1.6804  0.0000
H37 1.4364 -5.4301 -0.4051  0.0000
H38 3.1259 -5.2618 0.0201  0.0000
H39 3.5732 -2.4625 -0.9760  0.0000
H40 3.4378 -2.7756 -2.6939  0.0000
H41 5.6791 -3.3779 -2.1326  0.0000
H42 4.7819 -4.8979 -2.4014  0.0000
H43 5.4965 -6.4236 -0.9222  0.0000
H44 6.1961 -5.9004 0.6181  0.0000
H45 6.9976 -5.4369 -0.9050  0.0000

Summary:
E_HOMO (spin up / spin down) (eV): -9.058 / -9.058
Multiplicity: 2
Electronic energy (Eh): -1652.44621



Record 6
Density functional theory data (wB97M-V/def2-TZVPD) for C17H23CrN4O2 as an isolated structure in a non-equilibrium geometry.

Each line ends with the natural charge from an NBO analysis.
Geometry (Å):
Cr1 -0.2900 -0.4780 0.5200  1.2388
C1 -1.8112 -3.3398 -3.4651  -0.5935
C2 -1.4263 -4.3073 -2.3340  -0.4224
C3 -2.2157 -3.9430 -1.0906  -0.0155
C4 -3.4569 -4.5544 -0.9475  -0.1867
C5 -4.3904 -4.1163 -0.0253  -0.1930
C6 -4.1105 -2.9971 0.7352  -0.2305
C7 -2.8805 -2.3636 0.6314  0.0334
C8 -2.7177 -1.0439 1.3594  -0.3778
C9 -3.3369 0.0992 0.5398  -0.6170
C10 -1.8899 -2.8841 -0.2187  0.0956
N1 -0.6282 -2.2378 -0.2087  -0.6179
C11 0.5090 -2.8833 -0.3820  0.1850
C12 1.6725 -2.1035 -0.4491  -0.0394
C13 3.0153 -2.3776 -0.7435  -0.1780
C14 3.6744 -1.1547 -0.7193  -0.3114
C15 2.7192 -0.1866 -0.3854  0.0286
N2 1.5108 -0.7407 -0.2286  -0.6005
H1 -1.2759 -3.5854 -4.3825  0.2212
H2 -1.5603 -2.3144 -3.1854  0.1988
H3 -2.8823 -3.3860 -3.6608  0.2128
H4 -0.3501 -4.2736 -2.2176  0.2057
H5 -1.6845 -5.3262 -2.6212  0.2229
H6 -3.7047 -5.3834 -1.5993  0.2215
H7 -5.3474 -4.6124 0.0634  0.2283
H8 -4.8539 -2.5986 1.4166  0.2163
H9 -1.6594 -0.8357 1.6007  0.1136
H10 -3.2187 -1.1016 2.3248  0.2491
H11 -2.8907 0.1568 -0.4568  0.2068
H12 -3.2191 1.0641 1.0379  0.2081
H13 -4.4012 -0.0873 0.4101  0.2442
H14 0.5602 -3.9632 -0.4361  0.2191
H15 3.4302 -3.3466 -0.9722  0.2331
H16 4.7175 -0.9769 -0.9213  0.2364
H17 2.8761 0.8727 -0.2438  0.2023
C16 -0.3527 1.8454 4.4282  -0.2578
O1 -0.7810 2.6176 3.2846  -0.4687
C17 -0.5861 2.0749 2.1051  0.9195
O2 -0.0709 0.9675 1.9266  -0.7242
N3 -0.9899 2.8449 1.0813  -0.4543
N4 -0.8132 2.3317 -0.2065  -0.6586
H18 -0.6406 2.4317 5.2931  0.2212
H19 0.7249 1.7014 4.4066  0.2076
H20 -0.8473 0.8772 4.4441  0.1985
H21 -1.2287 3.8111 1.2426  0.4138
H22 0.0211 2.7150 -0.6371  0.3795
H23 -1.6168 2.5676 -0.7723  0.3856

Summary:
E_HOMO (spin up / spin down) (eV): -10.407 / -10.571
Multiplicity: 5
Electronic energy (Eh): -2075.37646
Net charge: +1



Which value of electronic energy does entry 2 give?
-360.50711 Eh



The lowest electronic energy belongs to which entry?
C34H32As2F9N8O2V



Repeat the second record exactly.
Density functional theory data (wB97M-V/def2-TZVPD) for the molecule C4H5NO2.

Each line ends with the natural charge from an NBO analysis.
Geometry (Å):
C1 1.2665 0.7312 -1.5434  -0.2609
O1 0.2091 -0.1814 -1.2225  -0.4632
C2 -0.1593 -0.1971 0.0500  0.5052
N1 0.3575 0.5203 0.9769  -0.2377
O2 -0.4187 0.1240 2.1843  -0.3331
C3 -1.3077 -0.7981 1.9962  0.2886
C4 -1.2473 -1.0825 0.5419  -0.6597
H1 0.9690 1.7547 -1.2978  0.1979
H2 2.1686 0.4766 -0.9799  0.1978
H3 1.4355 0.6235 -2.6149  0.2006
H4 -2.2732 -0.7561 0.3051  0.2889
H5 -1.2087 -2.1248 0.2556  0.2756

Summary:
E_HOMO (eV): -9.083
Energy above the lowest of the compared OMol25 structures with the same formula, charge and spin (kJ/mol): 426.2
Electronic energy (Eh): -360.50711